Entry from OMol25: a molecular structure, C4H3LiO2Yb in a non-equilibrium geometry (the ωB97M-V functional and the def2-TZVPD basis).

- total charge = +2
- molecular weight (g/mol) = 263.05
- E_HOMO (spin up / spin down) (eV) = -13.71 / -13.72
- E_tot (eV) = -40005.1300
- E_LUMO (spin up / spin down) (eV) = -9.8 / -9.8

Last column: Mulliken charge in e.
Cartesian coordinates (Å):
H (-2.6149, -0.8639, 1.4159)  -0.226
C (1.6549, -0.1837, -0.3589)  0.249
C (0.6254, 0.7392, 0.0844)  -0.418
C (-0.6389, 0.3242, 0.1139)  -0.118
C (-1.8043, -0.2677, 0.1080)  0.426
O (-2.8093, -0.5493, -0.5493)  -0.588
O (2.8528, 0.1055, -0.4394)  -0.543
Yb (4.8711, 1.4698, -0.1550)  1.753
H (1.3311, -1.1794, -0.7043)  0.369
H (0.9245, 1.7688, 0.3157)  0.175
Li (-4.3923, -1.3635, 0.1690)  0.920


Entry from OMol25: C4H3N in the gas phase in a non-equilibrium geometry (the ωB97M-V functional and the def2-TZVPD basis).

- molecular weight (g/mol) = 65.07
- E_HOMO (eV) = -10.93
- E_tot (eV) = -5682.1498
- E_LUMO (eV) = -1.3

Last column: Mulliken charge in e.
Cartesian coordinates (Å):
C (-1.0378, 0.0387, -0.0031)  -0.944
C (0.4164, 0.4416, -0.0718)  0.576
C (1.0079, 1.5485, -0.2494)  -0.276
C (1.5017, -0.5031, 0.0754)  0.097
N (2.3047, -1.3422, 0.2060)  -0.341
H (-1.6741, 0.9100, -0.1818)  0.319
H (-1.2658, -0.3728, 0.9849)  0.282
H (-1.2530, -0.7208, -0.7602)  0.287


Entry from OMol25: C4H3N in the gas phase in a non-equilibrium geometry (the ωB97M-V functional and the def2-TZVPD basis).

- SMILES = CC#CC#N
- molecular weight (g/mol) = 65.07
- E_HOMO (eV) = -10.26
- E_tot (eV) = -5683.8468
- E_LUMO (eV) = 0.6

Last column: Mulliken charge in e.
Cartesian coordinates (Å):
C (1.1095, -0.3343, 0.2674)  -0.054
C (-0.1058, -0.1207, 0.1898)  0.299
C (2.4170, -0.0908, 0.1272)  0.255
C (-1.5295, 0.0427, -0.0564)  -0.911
N (3.5206, 0.1106, -0.0862)  -0.396
H (-1.5030, 0.5385, -1.1705)  0.244
H (-1.9712, -0.9147, -0.0160)  0.296
H (-1.9377, 0.7688, 0.7448)  0.267


Entry from OMol25: a molecular structure, C4H3N in a non-equilibrium geometry (the ωB97M-V functional and the def2-TZVPD basis).

- molecular weight (g/mol) = 65.07
- E_HOMO (spin up / spin down) (eV) = -8.50 / -8.54
- E_tot (eV) = -5675.5348
- E_LUMO (spin up / spin down) (eV) = -2.7 / -2.8

Last column: Mulliken charge in e.
Cartesian coordinates (Å):
C (1.8732, -0.2346, -0.0077)  -0.255
C (-0.1376, 1.0020, 0.0142)  -0.259
C (1.2312, 0.9377, -0.0433)  -0.112
C (0.6831, -0.9596, -0.0255)  -0.191
N (-0.4746, -0.2620, -0.1059)  -0.212
H (2.8066, -0.3890, 0.2740)  0.462
H (-0.6849, 1.8910, 0.2725)  0.358
H (-2.4977, -0.8132, 0.2217)  0.208


Entry from OMol25: C4H3N in the gas phase (the ωB97M-V functional and the def2-TZVPD basis).

- SMILES = C#CN=C=C
- molecular weight (g/mol) = 65.07
- E_HOMO (eV) = -9.93
- E_tot (eV) = -5682.1600
- E_LUMO (eV) = 0.8

Last column: Mulliken charge in e.
Cartesian coordinates (Å):
C (-1.9761, 0.4354, -0.0652)  -0.415
C (-1.0253, 0.4880, -0.8040)  0.154
C (1.5708, -0.0269, 0.4328)  -0.607
C (1.0311, 0.2610, -0.7108)  0.499
N (0.1421, 0.5211, -1.5408)  -0.572
H (-2.8455, 0.3997, 0.5558)  0.397
H (1.5051, -1.0588, 0.7586)  0.271
H (1.6881, 0.7898, 1.1360)  0.271


Entry from OMol25: a gas-phase ion, C4H3N2 (charge +1) in a non-equilibrium geometry (the ωB97M-V functional and the def2-TZVPD basis).

- total charge = +1
- SMILES = C=[N+]=C=CC#N
- molecular weight (g/mol) = 79.08
- E_HOMO (eV) = -16.39
- E_tot (eV) = -7163.8557
- E_LUMO (eV) = -6.9

Last column: Mulliken charge in e.
Cartesian coordinates (Å):
C (1.7088, -1.0340, -2.7401)  0.163
C (1.6455, -1.4749, -0.9905)  -0.446
C (0.7554, -0.6815, -0.5627)  0.481
C (-0.9265, 0.7785, 0.2851)  -0.101
N (1.5638, -0.7999, -3.8306)  -0.180
N (-0.0183, 0.1848, -0.2969)  0.090
H (2.2956, -2.3270, -0.8629)  0.436
H (-1.0494, 0.6865, 1.4094)  0.272
H (-1.6133, 1.4836, -0.2146)  0.285


Relative energy (zero: lowest compared OMol25 entry of this formula, charge and spin): 180.7 227.5 63.8 865.8 226.5 138.7 (kJ/mol)